Run i
Density functional theory data (ωB97M-V/def2-TZVPD) for a structure of composition C45H46IrN2P2Si.

Total charge: +4
LUMO energy (alpha / beta) in eV: -12.8 / -13.3
2S+1: 2
Frontier orbital gap (alpha / beta) in eV: 6.23 / 5.68

CARTESIAN COORDINATES (ANGSTROEM)
1 H -0.260 1.205 -4.222
2 H 5.060 2.775 -0.290
3 C -3.437 0.099 -4.572
4 N 2.677 -0.657 0.842
5 H 2.361 4.780 -3.108
6 H 4.667 1.153 1.555
7 H -0.774 -2.085 -4.350
8 H -2.121 -5.755 3.068
9 H -1.916 0.690 -5.966
10 C 0.580 1.542 4.391
11 H 2.795 2.502 1.984
12 H 3.932 3.191 -4.164
13 H -0.126 -0.881 6.661
14 C -4.428 0.181 1.650
15 C -2.364 -1.026 1.386
16 C 1.069 -4.939 2.253
17 H -2.467 -3.379 2.558
18 C -4.359 -1.818 0.284
19 H -4.997 0.986 2.097
20 C -0.200 -0.450 3.309
21 H 2.616 -2.967 -0.859
22 C -1.016 2.527 0.983
23 C -3.017 4.165 -0.084
24 C 0.963 1.876 -2.070
25 H -3.151 5.009 1.887
26 H 4.694 -1.198 0.640
27 C 2.229 3.715 -2.963
28 H 3.474 2.484 0.048
29 H -3.155 0.163 -1.199
30 C 1.315 -2.289 -3.903
31 H 0.204 -3.021 -0.321
32 C -3.790 -0.051 -3.231
33 C 1.885 -2.660 -1.602
34 H 0.949 2.561 4.362
35 C -1.281 -5.151 2.750
36 H 3.612 0.749 -3.890
37 H 3.953 -0.638 -0.848
38 C -0.020 -5.716 2.638
39 C -3.080 0.048 1.934
40 C -2.876 0.251 -2.240
41 C -0.324 -1.098 4.539
42 H 5.806 0.717 0.292
43 H -3.792 4.799 -0.494
44 C 4.749 0.868 0.505
45 C 2.947 1.443 -3.388
46 C -0.430 -2.338 -2.250
47 H 1.705 -0.101 -2.563
48 C 4.030 -0.441 0.222
49 C -2.654 4.282 1.257
50 C 1.144 3.252 -2.226
51 H 0.436 3.955 -1.802
52 H -1.483 -2.342 -2.006
53 H -2.468 -2.805 0.151
54 C -2.392 3.230 -0.897
55 C 1.875 0.972 -2.637
56 P -0.666 -1.277 1.803
57 C -0.020 -0.396 5.700
58 H 1.617 -2.224 -4.941
59 Si 0.464 1.590 1.553
60 H -4.158 -0.134 -5.346
61 H 0.120 -6.766 2.859
62 H -4.786 -0.384 -2.970
63 H -2.678 3.141 -1.938
64 C 1.843 2.834 1.559
65 C 0.429 0.919 5.628
66 H -2.599 0.744 2.609
67 C -1.478 -3.807 2.460
68 H 1.983 3.297 0.575
69 C -1.395 2.420 -0.346
70 H 0.677 1.454 6.535
71 C -1.655 3.472 1.788
72 H 4.159 1.825 -1.298
73 C -1.241 0.844 -3.939
74 C -2.172 0.553 -4.924
75 H 2.588 -1.669 0.902
76 C -0.389 -3.019 2.068
77 H -6.122 -0.640 0.623
78 N 4.330 2.057 -0.310
79 P -0.510 1.208 -1.296
80 C 0.525 -2.553 -1.244
81 H -4.871 -2.553 -0.324
82 C 2.280 -2.511 -2.919
83 C -0.032 -2.203 -3.573
84 Ir 0.578 -0.401 0.045
85 C -3.008 -1.952 0.544
86 H 2.693 -0.354 1.816
87 C -1.602 0.706 -2.594
88 C -5.064 -0.746 0.828
89 C 0.883 -3.598 1.978
90 H 2.052 -5.384 2.180
91 H 1.744 -3.000 1.710
92 H 3.319 -2.637 -3.198
93 H 1.482 3.651 2.193
94 C 0.255 0.861 3.214
95 H -1.389 3.581 2.836
96 C 3.119 2.817 -3.551
97 H -0.651 -2.128 4.603



Run ii
Density functional theory data (ωB97M-V/def2-TZVPD) for a structure of composition C45H46IrN2P2Si.

Total charge: +4
LUMO energy (alpha / beta) in eV: -12.0 / -13.0
2S+1: 2
Frontier orbital gap (alpha / beta) in eV: 6.76 / 5.73

CARTESIAN COORDINATES (ANGSTROEM)
1 C 1.300 -0.056 -3.710
2 H -5.436 3.329 -0.961
3 H 1.392 6.409 -0.944
4 Ir -0.333 -0.012 -0.002
5 H -0.439 -2.921 -3.174
6 H -2.649 -4.801 -1.845
7 H 4.250 -4.021 -1.709
8 H 2.177 0.294 -4.239
9 P -0.086 -1.925 1.256
10 C 3.209 -2.247 -1.114
11 H -0.597 -3.787 -0.965
12 H -4.916 1.631 1.425
13 C 0.027 -2.275 3.009
14 H 4.200 1.083 -0.742
15 H -1.499 -4.197 5.354
16 C -1.601 3.124 3.131
17 C -2.843 -2.399 1.172
18 C 3.166 1.238 -1.077
19 C -0.924 -3.122 3.599
20 C 0.494 0.844 -3.036
21 H -0.862 2.784 -0.846
22 C 1.344 -2.590 0.387
23 C 0.970 -1.409 -3.741
24 H 0.739 1.899 -3.025
25 H 0.947 -4.636 0.942
26 H 1.972 3.662 2.273
27 Si 2.152 0.142 0.015
28 C -0.681 0.391 -2.421
29 C 1.806 1.481 3.913
30 H 1.021 1.926 4.514
31 H -2.836 4.365 4.367
32 H -0.287 4.902 -1.949
33 H -3.069 -0.110 -0.393
34 N -2.607 0.571 0.210
35 C -2.882 0.974 4.365
36 H -1.992 -1.313 -2.120
37 C -1.545 -3.544 -0.508
38 C 1.140 5.478 -0.454
39 C 3.061 1.245 4.460
40 H 5.044 0.508 4.121
41 C 0.338 -3.127 5.645
42 H 3.127 1.066 -2.146
43 N -5.461 3.106 0.040
44 C -3.230 2.281 4.695
45 H 4.635 -0.128 1.786
46 C 2.580 0.539 1.796
47 H -2.756 2.589 0.733
48 C -4.747 1.817 0.364
49 H -6.452 3.045 0.303
50 H -1.101 3.966 2.670
51 C 0.497 3.074 0.806
52 H -1.448 1.115 -2.153
53 C -1.896 0.742 3.420
54 C 1.456 3.929 1.360
55 C 1.575 -3.960 0.374
56 C 3.432 -3.614 -1.128
57 C 2.627 -4.468 -0.378
58 C -0.174 -1.874 -3.107
59 C -3.998 -2.965 0.663
60 C 4.069 0.680 3.685
61 H -3.982 2.465 5.451
62 C 1.590 1.130 2.588
63 C 1.158 -1.898 3.745
64 H -1.564 -0.274 3.226
65 H 1.595 -2.100 -4.293
66 C -3.932 -3.825 -0.431
67 C -1.023 -0.975 -2.472
68 H -3.087 2.253 -0.970
69 C -1.254 1.814 2.789
70 H -5.244 1.037 -0.213
71 H -3.355 0.144 4.874
72 C 1.767 5.127 0.734
73 C -1.596 -2.681 0.591
74 P 0.120 1.518 1.656
75 H -4.949 -2.772 1.142
76 C 1.302 -2.315 5.055
77 H 3.867 -1.596 -1.678
78 C -2.706 -4.115 -1.011
79 H -5.071 3.908 0.546
80 C 2.198 -1.706 -0.311
81 H -2.773 0.254 1.165
82 H 2.926 2.283 -0.866
83 C 0.193 4.630 -1.017
84 H 2.505 5.785 1.173
85 H 2.819 -5.532 -0.384
86 H -4.835 -4.284 -0.813
87 H 3.256 1.507 5.491
88 C -3.247 1.896 0.049
89 H -2.912 -1.781 2.062
90 H 2.181 -2.025 5.614
91 C 3.836 0.329 2.358
92 C -2.587 3.350 4.085
93 C -0.129 3.439 -0.387
94 H -1.772 -3.494 3.044
95 H 0.464 -3.462 6.666
96 H 1.944 -1.313 3.293
97 C -0.767 -3.536 4.911



Which of them is least stable? Easy: run i.



Run i
Density functional theory data (ωB97M-V/def2-TZVPD) for the molecule C4H3NO2.

LUMO energy in eV: -0.7
2S+1: 1
Frontier orbital gap in eV: 8.94

CARTESIAN COORDINATES (ANGSTROEM)
1 N -0.315 -0.567 -0.749
2 H -2.019 0.640 -0.595
3 H -2.342 -1.045 -0.190
4 C -1.330 0.433 1.193
5 O 2.733 0.665 0.542
6 C 2.001 0.046 -0.184
7 O -0.015 0.634 1.136
8 H 2.352 -0.544 -1.049
9 C -1.589 -0.259 -0.111
10 C 0.524 -0.002 0.006



Run ii
Density functional theory data (ωB97M-V/def2-TZVPD) for the molecule C4H3NO2.

LUMO energy in eV: -0.3
2S+1: 1
SMILES: O=c1nccco1
Frontier orbital gap in eV: 9.42

CARTESIAN COORDINATES (ANGSTROEM)
1 C 1.612 -0.070 -0.051
2 H -0.901 -2.203 -0.039
3 O 0.845 1.269 -0.127
4 C -0.510 1.224 -0.132
5 C -1.093 0.015 0.233
6 H -2.259 -0.185 0.376
7 O 2.718 0.061 0.171
8 C -0.409 -1.168 -0.066
9 H -0.865 2.333 -0.146
10 N 0.862 -1.276 -0.219



Run iii
Density functional theory data (ωB97M-V/def2-TZVPD) for the molecule C4H3NO2.

LUMO energy in eV: -0.8
2S+1: 1
Frontier orbital gap in eV: 8.26

CARTESIAN COORDINATES (ANGSTROEM)
1 O 2.427 0.903 0.410
2 H 2.153 -0.335 -1.259
3 C 0.819 -0.854 0.185
4 C 1.882 0.071 -0.266
5 C -1.295 0.564 0.657
6 H -2.144 1.237 0.849
7 O -0.231 0.737 1.255
8 C -1.311 -0.459 -0.352
9 H -2.118 -0.772 -0.953
10 N -0.182 -1.091 -0.526



Which of them is least stable? Easy: run iii.